ORCA calculation (the ωB97M-V functional and the def2-TZVPD basis) on a structure of composition C39H90O15.

Structure (ORCA input):
```
! RIJCOSX wB97M-V def2-TZVPD def2/J DEFGRID3
* xyz 0 1
C -22.058 -8.396 13.455
C -21.275 -9.194 14.463
C -21.107 -8.221 15.692
O -21.931 -7.105 15.314
C -22.879 -7.483 14.341
H -22.650 -9.018 12.783
H -21.340 -7.866 12.829
H -20.308 -9.571 14.131
H -21.870 -10.081 14.681
H -20.074 -7.891 15.801
H -21.456 -8.751 16.579
H -23.306 -6.559 13.950
H -23.799 -7.918 14.731
C -16.234 -9.244 11.313
C -16.663 -9.108 9.865
C -16.717 -10.478 9.328
O -16.969 -11.264 10.485
C -16.192 -10.683 11.555
H -17.005 -8.744 11.899
H -15.298 -8.709 11.476
H -16.099 -8.424 9.231
H -17.632 -8.612 9.806
H -15.770 -10.742 8.857
H -17.504 -10.554 8.579
H -15.154 -11.018 11.576
H -16.735 -10.897 12.475
C -19.241 -6.903 8.009
C -18.466 -8.105 8.603
C -17.898 -8.875 7.324
O -18.568 -8.270 6.221
C -19.644 -7.450 6.661
H -18.751 -5.933 7.920
H -20.134 -6.839 8.630
H -18.996 -8.863 9.181
H -17.645 -7.661 9.165
H -18.088 -9.948 7.314
H -16.843 -8.605 7.277
H -20.572 -8.000 6.815
H -19.887 -6.731 5.879
C -19.384 -7.092 13.735
C -18.548 -7.177 15.006
C -17.163 -7.673 14.524
O -17.499 -8.469 13.421
C -18.866 -8.265 12.925
H -19.082 -6.140 13.299
H -20.468 -7.053 13.841
H -18.911 -7.905 15.731
H -18.492 -6.259 15.592
H -16.679 -8.267 15.299
H -16.574 -6.842 14.135
H -19.507 -9.095 13.225
H -18.906 -8.167 11.840
C -17.838 -11.152 13.437
C -18.757 -12.323 13.450
C -19.856 -12.045 14.454
O -19.690 -10.644 14.826
C -18.293 -10.238 14.555
H -17.875 -10.690 12.450
H -16.833 -11.552 13.574
H -18.283 -13.262 13.736
H -19.142 -12.527 12.450
H -19.719 -12.639 15.357
H -20.874 -12.281 14.143
H -17.755 -10.416 15.486
H -18.184 -9.215 14.194
C -17.804 -13.144 11.474
C -19.032 -14.043 11.458
C -19.590 -13.906 10.001
O -18.440 -13.633 9.189
C -17.287 -13.413 10.015
H -17.133 -13.399 12.294
H -18.054 -12.084 11.532
H -19.811 -13.715 12.146
H -18.757 -15.076 11.670
H -20.253 -13.042 10.047
H -20.088 -14.858 9.816
H -16.619 -12.631 9.654
H -16.667 -14.307 10.080
C -17.711 -5.839 11.602
C -18.929 -5.475 10.802
C -19.576 -6.834 10.466
O -18.441 -7.757 10.576
C -17.254 -7.083 10.914
H -18.065 -6.026 12.616
H -16.946 -5.063 11.592
H -18.671 -4.993 9.859
H -19.561 -4.804 11.385
H -19.891 -6.852 9.422
H -20.299 -7.195 11.197
H -16.699 -6.922 9.990
H -16.612 -7.710 11.532
C -19.390 -9.652 11.361
C -20.564 -8.813 10.801
C -21.778 -9.807 10.998
O -21.206 -11.180 11.100
C -19.966 -10.995 11.780
H -19.102 -9.118 12.267
H -18.569 -9.660 10.644
H -20.384 -8.550 9.758
H -20.778 -7.934 11.409
H -22.481 -9.721 10.168
H -22.431 -9.602 11.846
H -19.265 -11.794 11.538
H -20.095 -11.143 12.852
C -24.215 -9.856 7.477
C -22.783 -10.306 7.328
C -21.994 -9.203 8.070
O -22.920 -8.289 8.529
C -24.152 -8.997 8.716
H -24.872 -10.707 7.658
H -24.526 -9.288 6.601
H -22.534 -10.468 6.279
H -22.605 -11.269 7.806
H -21.328 -8.625 7.429
H -21.383 -9.602 8.880
H -24.984 -8.294 8.765
H -24.256 -9.399 9.724
O -23.876 -8.628 11.574
H -24.234 -7.814 11.927
H -23.126 -8.352 11.047
O -21.484 -12.529 9.789
H -21.359 -11.834 10.435
H -22.431 -12.559 9.649
O -23.587 -10.406 12.392
H -24.431 -10.799 12.170
H -23.587 -9.564 11.937
O -22.526 -7.743 10.267
H -22.417 -8.096 9.385
H -21.947 -6.981 10.294
O -21.895 -11.308 12.999
H -22.732 -10.875 12.832
H -21.445 -11.295 12.154
C -19.388 -11.302 9.029
C -20.388 -11.212 7.912
C -19.784 -11.248 6.529
O -21.310 -12.292 7.968
H -18.835 -12.236 8.935
H -19.815 -11.353 10.030
H -18.732 -10.431 9.040
H -20.964 -10.303 8.086
H -19.202 -10.330 6.441
H -20.578 -11.230 5.783
H -19.191 -12.137 6.315
H -21.441 -12.461 8.904
*
```

Results
- ΔE to the lowest compared entry with this formula, charge and spin: 1535.5 kcal per mole
- Calculated total energy: -72536.9444 eV
- Highest occupied orbital energy: -7.419 eV
- Gap between HOMO and LUMO: 7.50 eV
- LUMO: 0.1 eV
- Max |F|: 18.09 eV/A



ORCA calculation (the ωB97M-V functional and the def2-TZVPD basis) on a structure of composition C39H91NO19.

Structure (ORCA input):
```
! RIJCOSX wB97M-V def2-TZVPD def2/J DEFGRID3
* xyz 0 1
C -0.743 0.450 1.362
O 0.476 -0.072 1.580
C 0.582 -1.478 2.021
C 1.982 -1.749 2.565
O 2.128 -0.948 3.739
C 1.156 -0.997 4.866
C 1.822 -0.594 6.120
O 0.906 -0.683 7.224
C 0.343 0.523 7.710
H -1.298 0.555 2.295
H -1.353 -0.130 0.670
H -0.714 1.471 0.980
H 0.268 -2.023 1.131
H -0.190 -1.863 2.687
H 2.746 -1.705 1.788
H 2.009 -2.806 2.831
H 0.810 -2.028 4.938
H 0.373 -0.288 4.599
H 2.192 0.391 5.834
H 2.626 -1.298 6.337
H 1.025 1.354 7.891
H -0.098 0.187 8.649
H -0.475 0.974 7.148
C -0.728 5.397 -4.940
O -1.390 4.801 -3.807
C -0.640 4.001 -2.873
C -0.047 2.702 -3.501
O 0.848 3.082 -4.473
C 1.618 2.062 -4.988
C 3.196 2.394 -4.952
O 3.676 2.741 -6.186
C 3.222 4.013 -6.661
H -1.256 6.215 -5.428
H -0.489 4.649 -5.695
H 0.206 5.858 -4.620
H -1.352 3.762 -2.083
H -0.105 4.591 -2.129
H -0.798 2.010 -3.881
H 0.463 2.191 -2.684
H 1.244 1.739 -5.959
H 1.416 1.114 -4.488
H 3.562 1.439 -4.576
H 3.482 3.054 -4.133
H 2.564 4.612 -6.033
H 2.737 3.826 -7.619
H 4.183 4.491 -6.854
C -2.682 1.040 -0.035
O -2.784 -0.414 0.219
C -3.633 -1.172 -0.621
C -3.600 -2.608 -0.274
O -4.203 -3.139 0.931
C -3.364 -2.817 2.134
C -4.060 -3.149 3.523
O -4.789 -1.990 3.865
C -5.487 -2.005 5.129
H -1.772 1.194 -0.616
H -2.594 1.451 0.970
H -3.574 1.396 -0.551
H -3.478 -0.914 -1.668
H -4.637 -0.751 -0.582
H -2.578 -2.963 -0.140
H -3.955 -3.252 -1.079
H -2.948 -1.811 2.179
H -2.465 -3.427 2.042
H -3.304 -3.375 4.275
H -4.699 -4.030 3.465
H -6.038 -1.089 5.344
H -4.774 -2.219 5.924
H -6.280 -2.752 5.153
C -0.715 -2.600 -1.044
O -0.212 -2.709 0.300
C -0.698 -3.825 1.096
C -0.598 -5.259 0.392
O 0.702 -5.499 -0.097
C 0.946 -6.784 -0.640
C -0.072 -7.351 -1.652
O -0.098 -6.747 -3.025
C -1.373 -6.438 -3.472
H -0.584 -3.589 -1.481
H -0.090 -1.885 -1.579
H -1.697 -2.194 -1.290
H -1.706 -3.604 1.448
H -0.036 -3.850 1.962
H -1.130 -5.198 -0.557
H -0.996 -6.013 1.072
H 0.858 -7.448 0.219
H 1.872 -6.690 -1.206
H -1.088 -7.377 -1.256
H 0.234 -8.397 -1.677
H -1.246 -5.859 -4.388
H -1.889 -5.850 -2.714
H -2.059 -7.239 -3.743
C 3.793 1.701 -1.639
O 2.726 1.214 -2.443
C 2.724 -0.190 -2.618
C 1.543 -0.558 -3.628
O 0.172 -0.508 -3.128
C -0.920 -1.097 -3.905
C -1.372 -0.362 -5.222
O -2.417 -1.073 -5.866
C -2.846 -0.457 -7.045
H 3.810 2.786 -1.543
H 4.800 1.340 -1.849
H 3.567 1.451 -0.603
H 2.715 -0.754 -1.685
H 3.682 -0.559 -2.985
H 1.796 -1.487 -4.138
H 1.492 0.087 -4.505
H -1.694 -1.111 -3.138
H -0.700 -2.157 -4.027
H -0.553 -0.558 -5.913
H -1.597 0.695 -5.077
H -3.298 -1.163 -7.741
H -2.016 -0.031 -7.608
H -3.645 0.263 -6.865
C 1.171 2.226 1.127
O 1.769 3.045 2.147
C 2.212 2.203 3.146
C 1.636 2.526 4.645
O 2.617 3.314 5.152
C 2.627 4.701 4.769
C 1.408 5.494 5.391
O 1.240 5.185 6.745
C 2.366 5.253 7.615
H 1.914 1.710 0.519
H 0.750 2.769 0.280
H 0.506 1.426 1.453
H 3.301 2.234 3.186
H 2.026 1.167 2.860
H 1.443 1.545 5.080
H 0.732 3.126 4.548
H 2.517 4.946 3.713
H 3.544 5.153 5.146
H 0.461 5.130 4.994
H 1.426 6.576 5.255
H 3.053 4.425 7.442
H 2.099 5.374 8.665
H 2.904 6.176 7.402
C -0.845 -0.071 -1.540
O -1.747 0.416 -2.258
N -0.004 0.675 -0.828
C 1.246 0.171 -0.388
C -0.163 2.139 -0.894
H -0.649 -1.134 -1.329
H 1.169 -0.866 -0.061
H 1.636 0.820 0.395
H 1.823 0.246 -1.310
H 0.675 2.667 -1.348
H -1.125 2.429 -1.316
H -0.310 2.547 0.106
*
```

Results
- Calculated total energy: -82271.5921 eV
- Highest occupied orbital energy: -7.649 eV
- Gap between HOMO and LUMO: 8.06 eV
- LUMO: 0.4 eV
- Max |F|: 7.84 eV/A



ORCA calculation (the ωB97M-V functional and the def2-TZVPD basis) on a cluster of 6 separate species, C39H92F2N6O8S2 in total.

Structure (ORCA input):
```
! RIJCOSX wB97M-V def2-TZVPD def2/J DEFGRID3
* xyz 3 2
N 1.530 1.990 -1.866
S 1.690 0.580 -1.744
O 0.543 -0.086 -2.323
O 2.637 -0.029 -0.868
F 2.619 0.568 -3.118
S 1.074 2.153 -0.252
O 1.977 2.782 0.713
O 0.264 1.127 0.442
F -0.058 3.305 -0.605
C -2.949 1.079 0.504
C -4.407 1.299 0.048
C -5.059 0.046 -0.626
C -6.159 0.450 -1.637
N -7.244 -0.643 -1.715
C -8.103 -0.270 -2.897
C -8.993 -1.451 -3.347
C -8.063 -2.714 -2.850
C -6.825 -2.072 -2.175
C -8.062 -0.667 -0.424
H -2.320 1.100 -0.386
H -2.694 0.127 0.969
H -2.487 1.881 1.079
H -4.376 2.172 -0.604
H -5.037 1.603 0.884
H -5.345 -0.450 0.302
H -4.277 -0.571 -1.068
H -5.727 0.443 -2.638
H -6.668 1.390 -1.427
H -8.626 0.665 -2.698
H -7.497 -0.197 -3.799
H -9.931 -1.424 -2.794
H -9.233 -1.215 -4.384
H -8.604 -3.232 -2.059
H -7.801 -3.418 -3.641
H -6.398 -2.538 -1.286
H -6.022 -1.836 -2.874
H -9.012 -1.122 -0.705
H -8.270 0.395 -0.296
H -7.569 -0.962 0.502
C 0.990 -1.853 5.281
C 2.290 -2.623 5.671
C 3.655 -2.178 4.994
C 3.606 -1.885 3.501
N 4.925 -1.293 2.957
C 4.805 -0.987 1.478
C 5.921 0.034 1.281
C 6.125 0.813 2.633
C 5.182 0.158 3.531
C 6.056 -2.298 3.211
H 0.160 -2.069 5.954
H 0.486 -2.013 4.328
H 1.205 -0.787 5.206
H 2.132 -3.677 5.441
H 2.464 -2.505 6.740
H 4.392 -2.945 5.232
H 3.985 -1.320 5.579
H 2.756 -1.381 3.042
H 3.626 -2.782 2.882
H 4.921 -1.851 0.824
H 3.841 -0.493 1.355
H 6.780 -0.419 0.786
H 5.648 0.772 0.527
H 7.193 0.841 2.848
H 5.842 1.859 2.512
H 5.585 0.150 4.543
H 4.222 0.674 3.506
H 6.816 -2.088 2.458
H 5.663 -3.291 2.992
H 6.322 -2.012 4.229
C 0.077 -2.656 0.665
C 0.544 -3.889 1.457
C -0.644 -4.916 1.620
C -0.214 -6.391 2.183
N -1.369 -6.992 3.101
C -1.695 -6.131 4.415
C -1.709 -7.088 5.699
C -1.454 -8.520 5.085
C -0.673 -8.241 3.790
C -2.672 -7.517 2.325
H -0.631 -2.032 1.211
H -0.278 -2.687 -0.365
H 0.837 -1.876 0.619
H 0.970 -3.598 2.417
H 1.355 -4.412 0.949
H -1.217 -5.131 0.718
H -1.366 -4.445 2.286
H 0.769 -6.506 2.639
H -0.273 -7.058 1.323
H -2.540 -5.444 4.399
H -0.878 -5.413 4.491
H -2.668 -7.134 6.216
H -0.947 -6.838 6.437
H -2.376 -9.053 4.854
H -1.037 -9.269 5.758
H -0.799 -9.022 3.041
H 0.321 -7.950 4.130
H -3.074 -6.648 1.804
H -3.485 -7.727 3.021
H -2.380 -8.370 1.713
C 7.684 3.566 0.172
O 6.331 3.546 -0.296
C 6.206 2.824 -1.489
C 4.668 2.528 -1.573
N 3.834 3.782 -1.984
H 3.928 3.876 -2.986
H 2.913 3.383 -1.867
C 4.097 5.084 -1.216
C 3.129 6.163 -1.680
O 1.751 5.701 -1.601
C 0.802 6.794 -1.582
H 8.213 2.677 -0.170
H 7.756 3.571 1.260
H 8.344 4.329 -0.239
H 6.718 1.863 -1.530
H 6.610 3.548 -2.198
H 4.422 2.311 -0.533
H 4.414 1.705 -2.241
H 5.099 5.424 -1.477
H 4.060 4.823 -0.158
H 3.310 6.543 -2.685
H 3.327 7.034 -1.054
H 0.739 7.510 -2.402
H 0.705 7.240 -0.593
H -0.141 6.250 -1.641
C -3.240 4.770 -2.963
O -2.347 3.713 -2.437
C -2.262 2.437 -3.153
C -1.149 2.468 -4.226
N 0.055 3.425 -3.760
H -0.417 4.170 -3.267
H 0.571 2.944 -3.037
C 0.990 4.026 -4.854
C 0.351 4.916 -5.877
O -0.428 5.774 -5.165
C -0.811 6.966 -5.771
H -2.995 5.818 -2.791
H -4.250 4.553 -2.616
H -3.177 4.822 -4.050
H -3.140 1.894 -3.501
H -1.918 1.697 -2.430
H -1.674 2.825 -5.112
H -0.829 1.492 -4.589
H 1.545 3.239 -5.365
H 1.754 4.562 -4.290
H -0.411 4.275 -6.321
H 0.916 5.388 -6.681
H -1.633 6.871 -6.481
H 0.028 7.335 -6.362
H -1.054 7.696 -5.000
*
```

Results
- Calculated total energy: -94326.4112 eV
- Highest occupied orbital energy (spin up / spin down): -8.246 / -13.487 eV
- Gap between HOMO and LUMO (spin up / spin down): 3.14 / 8.38 eV
- ⟨S²⟩: 0.7518
- LUMO (spin up / spin down): -5.1 / -5.1 eV
- Max |F|: 13.35 eV/A